No. 1
The molecule C3H6N2O2S. Source: OMol25; level of theory: the ωB97M-V functional and the def2-TZVPD basis.

The calculation puts the HOMO energy at -9.3 eV. The SMILES is N/N=C(/CO)SC=O. The multiplicity is 1. The LUMO energy is 0.018 hartree.

Structure (XYZ):
```
14
Properties=species:S:1:pos:R:3:forces:R:3:nbo_charge:R:1
N 2.419 -0.410 0.330 -0.7221 0.1141 -1.0995 -0.6265
N 1.525 0.603 0.248 -0.9529 -0.6539 -0.1423 -0.1687
C 0.404 0.423 -0.363 0.9686 0.0627 0.2413 -0.0297
C -0.560 1.555 -0.453 -1.3916 0.9928 0.2001 -0.1131
O -1.914 1.245 -0.010 1.0621 0.0100 -0.6497 -0.7171
S -0.002 -1.111 -1.156 -0.3713 -0.0384 -0.4849 0.1749
C -1.193 -1.782 -0.034 0.7668 0.8006 2.3799 0.2596
O -1.343 -1.416 1.127 -0.1448 -0.7233 -2.2616 -0.5439
H 2.937 -0.340 1.171 0.5106 -0.1932 0.5161 0.3818
H 2.096 -1.330 -0.001 0.2578 0.5057 0.5756 0.3612
H -0.728 1.985 -1.472 0.4779 -0.5468 0.7332 0.1998
H -0.154 2.324 0.217 0.0601 0.0953 -0.3721 0.1964
H -1.842 0.915 0.887 -0.0381 -0.2069 0.2736 0.4754
H -1.646 -2.660 -0.492 -0.4830 -0.2187 0.0902 0.1499
```
Positions in Å, forces in eV/Å.

***

No. 2
The molecule C3H6N2O3. Source: OMol25; level of theory: the ωB97M-V functional and the def2-TZVPD basis.

The calculation puts the HOMO energy at -9.1 eV. The SMILES is C/N=C(\NO)OC=O. The multiplicity is 1. The LUMO energy is 0.026 hartree.

Structure (XYZ):
```
14
Properties=species:S:1:pos:R:3:forces:R:3:nbo_charge:R:1
C 2.128 -0.252 0.237 3.9999 -0.4194 4.1544 -0.4937
N 1.165 -1.114 -0.141 -4.2792 -1.5849 -1.3080 -0.4702
C 0.002 -0.526 -0.102 8.9529 3.0289 0.2129 0.6203
N 0.080 0.848 0.045 -2.8005 -0.0610 0.3968 -0.3789
O -1.042 1.526 -0.511 -1.4080 -0.4872 4.7948 -0.5602
O -0.997 -1.011 -0.619 -6.8525 -4.1362 -2.9979 -0.4600
C -2.266 -0.840 -0.183 -2.0274 -1.2983 -4.5530 0.6681
O -2.602 -0.317 0.784 -0.3681 1.9473 4.5132 -0.5596
H 2.574 0.598 -0.178 -0.2959 1.8232 -2.8111 0.1872
H 3.149 -0.821 0.264 -1.7140 0.6733 1.3946 0.2116
H 1.602 0.337 1.094 2.5001 -1.2355 0.5424 0.2000
H 0.929 1.248 -0.231 0.9054 0.9476 -0.9043 0.3847
H -1.560 1.435 0.444 0.8139 1.1439 -3.9018 0.4990
H -3.161 -1.111 -0.904 2.5733 -0.3419 0.4669 0.1516
```
Positions in Å, forces in eV/Å.

***

No. 3
The molecule C3H6N2O3. Source: OMol25; level of theory: the ωB97M-V functional and the def2-TZVPD basis.

The calculation puts the HOMO energy at -9.9 eV. The SMILES is [H]/N=C\N(O)CC(=O)O. The multiplicity is 1. The LUMO energy is 0.001 hartree.

Structure (XYZ):
```
14
Properties=species:S:1:pos:R:3:forces:R:3:nbo_charge:R:1
H 0.442 -2.458 -1.635 2.1439 1.4826 -0.3972 0.3336
N 1.352 -1.838 -1.747 -3.3267 1.7044 2.4771 -0.6521
C 1.166 -0.733 -1.041 1.2821 -1.0883 -0.2722 0.2646
N 0.119 -0.260 -0.200 1.9139 -4.0668 -4.1190 -0.1859
O -0.961 -1.127 -0.192 -0.0466 -1.3573 1.7524 -0.5643
C 0.286 0.676 0.770 2.0575 0.9176 3.7716 -0.3594
C -0.777 1.664 0.760 -3.2915 4.0182 1.5012 0.7481
O -0.783 2.609 1.553 0.0569 -2.0089 -2.2611 -0.5568
O -1.847 1.407 -0.115 2.0472 -0.9467 1.9239 -0.6717
H 1.990 0.016 -0.956 -0.4675 -0.7452 -0.4935 0.1682
H -0.741 -1.907 0.424 -0.3822 1.4775 -0.9951 0.4799
H 1.273 1.245 0.571 -1.5129 -1.0892 0.5762 0.2792
H 0.246 0.294 1.928 0.5978 0.4860 -2.5724 0.2254
H -1.765 0.408 -0.120 -1.0718 1.2162 -0.8918 0.4913
```
Positions in Å, forces in eV/Å.

***

No. 4
The molecule C3H6N2O3. Source: OMol25; level of theory: the ωB97M-V functional and the def2-TZVPD basis.

The calculation puts the HOMO energy at -9.3 eV. The SMILES is O=C1N(O)CCN1O. The multiplicity is 1. The LUMO energy is 0.032 hartree.

Structure (XYZ):
```
14
Properties=species:S:1:pos:R:3:forces:R:3:nbo_charge:R:1
O 0.159 -2.317 0.342 -0.3957 -0.6160 0.0361 -0.5989
C 0.042 -1.133 0.207 -0.1262 0.8787 -0.7379 0.7229
N -1.121 -0.325 0.343 0.2460 -0.3228 0.5764 -0.1963
O -2.155 -0.763 -0.496 0.1579 1.3479 -0.7841 -0.5496
C -0.815 1.075 0.096 -0.5324 0.4066 0.9720 -0.2462
C 0.689 1.072 0.172 1.3879 1.3401 -0.5951 -0.2442
N 0.991 -0.268 -0.241 -0.5702 1.0539 0.2431 -0.1618
O 2.312 -0.578 -0.206 0.8381 -0.9542 -0.0882 -0.5266
H -2.332 -1.592 -0.117 -0.9013 -2.0181 0.6498 0.4777
H -1.276 1.651 0.947 0.3482 -0.1338 -1.2891 0.2162
H -1.134 1.406 -0.906 -0.2168 -0.2138 0.4632 0.2160
H 1.102 1.325 1.152 -0.1874 -0.4273 0.3398 0.1923
H 1.210 1.791 -0.493 -0.6055 -0.3450 0.0560 0.2126
H 2.327 -1.345 -0.799 0.5575 0.0039 0.1580 0.4857
```
Positions in Å, forces in eV/Å.

***

No. 5
A structure of composition C3H6N2O3S2. Source: OMol25; level of theory: the ωB97M-V functional and the def2-TZVPD basis.

The calculation puts the HOMO energy at -9.6 eV. The multiplicity is 1. The LUMO energy is 0.015 hartree.

Structure (XYZ):
```
16
Properties=species:S:1:pos:R:3:forces:R:3:nbo_charge:R:1
C -0.644 0.739 0.219 -0.6910 2.3315 2.2446 0.4409
C 1.089 -0.819 -0.197 1.3932 3.2978 -0.5630 -0.1547
C 1.632 0.814 -0.437 -2.0687 -2.8790 1.3869 -0.7076
N -0.304 -0.598 -0.002 -1.9479 -1.9109 -0.5100 -0.6712
N -1.800 1.028 1.070 -2.0548 -3.4724 -2.9863 -0.8193
O -0.783 1.418 -1.046 1.2962 0.0395 -0.5087 -0.7018
O 1.016 2.620 -2.320 -0.1086 0.0185 0.8898 -0.8923
O 0.672 0.246 -2.738 -0.1688 0.7216 1.0589 -0.9370
S 0.865 1.531 0.992 -0.7234 0.0728 0.3071 0.2390
S 0.699 1.337 -1.776 -1.0481 -0.0667 -4.1195 2.3463
H 1.391 -1.553 -0.936 -0.2903 0.2223 -0.1574 0.2401
H 1.579 -0.913 0.730 0.5203 -1.0239 1.1881 0.1954
H 2.643 1.018 -0.453 2.1393 0.2298 -0.5998 0.2752
H -0.898 -0.959 -0.767 0.6820 0.1196 0.5050 0.3969
H -2.720 0.747 0.486 2.6995 0.5886 1.8029 0.3691
H -1.948 1.976 1.271 0.3711 1.7110 0.0614 0.3810
```
Positions in Å, forces in eV/Å.

***

No. 6
The molecule C3H6N2OS. Source: OMol25; level of theory: the ωB97M-V functional and the def2-TZVPD basis.

The calculation puts the HOMO energy at -9.2 eV. The SMILES is NN1C[C@H](S)C1=O. The multiplicity is 1. The LUMO energy is 0.023 hartree.

Structure (XYZ):
```
13
Properties=species:S:1:pos:R:3:forces:R:3:nbo_charge:R:1
N 2.094 -0.059 -0.780 1.2429 -1.2924 0.8119 -0.6364
N 0.920 -0.035 -0.065 -0.7302 0.9484 0.0095 -0.2718
C -0.122 -1.029 0.136 -0.2013 -0.1850 0.2042 -0.2056
C -1.059 0.186 0.469 -0.7300 -0.3967 0.5558 -0.4280
S -2.532 0.431 -0.580 0.1578 -0.3251 0.5967 0.0027
C 0.140 1.049 0.167 0.9244 1.1941 -1.0863 0.6413
O 0.414 2.225 0.024 -0.5317 -0.6577 0.2922 -0.5990
H 2.317 0.821 -1.224 -0.6595 0.3895 -0.0166 0.3806
H 2.793 -0.191 -0.053 0.5460 -0.0367 -0.5155 0.3517
H -0.381 -1.598 -0.747 -0.2327 0.1008 -0.3466 0.2052
H 0.076 -1.744 0.945 0.0070 0.2922 0.0156 0.1898
H -1.352 0.323 1.513 -0.0201 -0.3644 -0.1032 0.2403
H -3.308 -0.377 0.194 0.2272 0.3333 -0.4177 0.1292
```
Positions in Å, forces in eV/Å.

***

No. 7
The molecule C3H6N2OS. Source: OMol25; level of theory: the ωB97M-V functional and the def2-TZVPD basis.

The calculation puts the HOMO energy at -8.6 eV. The SMILES is N[C@@H]1CSNC1=O. The multiplicity is 1. The LUMO energy is 0.019 hartree.

Structure (XYZ):
```
13
Properties=species:S:1:pos:R:3:forces:R:3:nbo_charge:R:1
N -1.037 1.656 -0.728 0.8214 -0.2424 -0.2697 -0.7988
C -0.651 0.827 0.396 0.1699 0.1644 2.0300 -0.1595
C 0.829 0.968 0.775 -0.1137 -0.7515 1.1214 -0.5317
S 1.706 -0.298 -0.234 -0.5221 0.4462 0.0024 0.3793
N 0.261 -1.246 -0.197 -0.7016 -0.5970 0.0345 -0.7776
C -0.932 -0.655 0.166 0.6247 0.3421 -0.6720 0.6442
O -2.039 -1.158 0.198 0.7169 -0.1260 -0.0891 -0.5931
H -1.871 1.232 -1.078 -0.8846 0.0817 -0.4408 0.3688
H -0.346 1.526 -1.480 -0.2420 0.1185 0.3558 0.3557
H -1.222 1.078 1.319 0.0696 0.2282 -0.7873 0.2144
H 0.976 0.667 1.863 -0.1946 0.5131 -1.3490 0.2290
H 1.186 1.987 0.613 0.1590 -0.2950 -0.1163 0.2485
H 0.254 -2.171 -0.610 0.0970 0.1176 0.1802 0.4208
```
Positions in Å, forces in eV/Å.

***

No. 8
The molecule C3H6N2OS. Source: OMol25; level of theory: the ωB97M-V functional and the def2-TZVPD basis.

The calculation puts the HOMO energy at -9.5 eV. The SMILES is O=C1NCCN1S. The multiplicity is 1. The LUMO energy is 0.028 hartree.

Structure (XYZ):
```
13
Properties=species:S:1:pos:R:3:forces:R:3:nbo_charge:R:1
O 0.885 -1.173 1.446 -0.1130 0.2917 -0.2509 -0.6089
C 0.745 -0.307 0.615 -0.0728 -0.0232 -0.1351 0.7759
N 1.623 0.722 0.328 0.2896 -0.1898 0.3225 -0.6378
C 1.281 1.413 -0.907 0.1622 -0.3464 -0.0870 -0.2206
C -0.225 1.133 -0.980 -0.1931 0.0092 -0.1193 -0.2155
N -0.347 -0.133 -0.258 0.2554 -0.0500 0.0526 -0.6174
S -1.816 -0.933 -0.061 0.2566 0.1276 0.0365 0.2351
H 2.581 0.590 0.638 -0.3760 0.0929 -0.2029 0.4093
H 1.504 2.479 -0.844 -0.0388 -0.0973 -0.0474 0.2070
H 1.815 0.975 -1.772 -0.2487 0.2088 0.2773 0.1849
H -0.586 1.029 -2.010 0.0523 0.0791 0.3012 0.2132
H -0.799 1.918 -0.464 0.0928 -0.0979 -0.1570 0.1864
H -2.286 -0.235 0.993 -0.0663 -0.0048 0.0097 0.0884
```
Positions in Å, forces in eV/Å.

***

No. 9
The molecule C3H6N2OS. Source: OMol25; level of theory: the ωB97M-V functional and the def2-TZVPD basis.

The calculation puts the HOMO energy at -8.8 eV. The SMILES is O=CN1NCCS1. The multiplicity is 1. The LUMO energy is 0.026 hartree.

Structure (XYZ):
```
13
Properties=species:S:1:pos:R:3:forces:R:3:nbo_charge:R:1
O -3.087 -0.317 0.234 0.0730 0.5863 0.2999 -0.5701
C -2.022 -0.836 0.036 0.2308 -0.5347 -1.0683 0.5142
N -0.925 -0.250 -0.540 2.5914 -0.0803 -1.6431 -0.4456
N 0.451 -0.905 -0.563 -4.3824 0.2177 2.8638 -0.4463
C 1.142 -0.124 0.401 -3.5822 -1.5553 0.8801 -0.2441
C 0.845 1.277 0.173 0.1707 3.1655 -0.0857 -0.5599
S -0.728 1.493 -0.688 -0.2905 -1.3738 0.3729 0.3994
H -1.865 -1.901 0.083 0.2341 -0.8235 0.5056 0.1233
H 0.920 -1.140 -1.367 0.2255 0.1076 -2.9485 0.3759
H 2.139 -0.199 0.348 3.7715 -1.0410 0.0240 0.2120
H 0.711 -0.521 1.310 0.5100 0.4239 0.9157 0.1920
H 0.817 1.833 1.126 0.4419 0.0875 -0.6388 0.2354
H 1.602 1.589 -0.554 0.0063 0.8199 0.5223 0.2140
```
Positions in Å, forces in eV/Å.

***

No. 10
The molecule C3H6N2OS. Source: OMol25; level of theory: the ωB97M-V functional and the def2-TZVPD basis.

The calculation puts the HOMO energy at -9.4 eV. The SMILES is NS/C=N\CC=O. The multiplicity is 1. The LUMO energy is 0.014 hartree.

Structure (XYZ):
```
13
Properties=species:S:1:pos:R:3:forces:R:3:nbo_charge:R:1
N 2.678 0.360 -1.505 -0.7948 -1.0991 1.0920 -0.9519
S 1.196 -0.495 -1.207 1.0727 0.5669 0.1693 0.3663
C 0.818 0.506 0.188 0.0568 1.0752 0.7517 -0.0563
N -0.167 0.479 0.953 -1.2858 -0.6639 1.1637 -0.4318
C -1.111 -0.618 0.875 -1.3853 2.0715 -1.0983 -0.3648
C -2.566 -0.134 0.793 1.1284 2.2735 0.6052 0.4593
O -3.581 -0.658 0.490 -0.7164 -1.9968 -0.6768 -0.5053
H 2.535 0.965 -2.260 0.1640 0.8291 -1.3513 0.3718
H 3.443 -0.274 -1.632 0.2701 -0.1745 -0.2179 0.3810
H 1.497 1.338 0.449 0.2483 -0.5841 -0.9581 0.2184
H -1.133 -1.188 1.739 0.5651 -1.3660 1.8565 0.2313
H -0.959 -1.187 0.025 0.3923 -1.8157 -1.6824 0.1906
H -2.650 0.907 1.092 0.2846 0.8839 0.3464 0.0916
```
Positions in Å, forces in eV/Å.

***

No. 11
The ion C3H6N2P with charge +1. Source: OMol25; level of theory: the ωB97M-V functional and the def2-TZVPD basis.

The calculation puts the HOMO energy at -14.2 eV. As for the net charge: +1. The SMILES is C/[NH+]=N/C=C=P. The multiplicity is 1. The LUMO energy is -0.198 hartree.

Structure (XYZ):
```
12
Properties=species:S:1:pos:R:3:forces:R:3:nbo_charge:R:1
C 1.209 0.494 1.316 2.7455 0.5298 -0.0869 -0.4700
N 0.504 0.111 0.080 0.2839 -0.5790 1.0107 -0.1375
N -0.543 -0.501 0.035 -2.0297 -1.6144 -2.4627 0.0669
C -1.078 -0.870 -1.578 -0.6602 -0.1721 4.3117 -0.1686
C -2.132 -1.598 -1.767 -0.6358 -1.1285 1.8371 -0.3650
P -3.379 -2.656 -1.425 0.5666 1.8223 -0.8311 0.6714
H 1.399 1.608 1.174 -0.1901 -1.5042 0.7180 0.2570
H 0.631 0.193 2.130 -1.5567 0.2520 1.2206 0.2529
H 2.216 -0.079 1.635 -1.9282 1.1528 -1.9255 0.2839
H 0.899 0.447 -0.755 1.0528 0.5804 -1.7631 0.3861
H -0.402 -0.545 -2.245 2.3680 1.3674 -2.1795 0.2023
H -4.247 -1.503 -1.600 -0.0162 -0.7067 0.1508 0.0207
```
Positions in Å, forces in eV/Å.

***

No. 12
A cluster of 2 separate species, C3H6N2P2 in total. Source: OMol25; level of theory: the ωB97M-V functional and the def2-TZVPD basis.

The calculation puts the HOMO energy (spin up / spin down) at -8.6 / -8.6 eV. The multiplicity is 1. The LUMO energy (spin up / spin down) is -0.013 / -0.010 hartree.

Structure (XYZ):
```
13
Properties=species:S:1:pos:R:3:forces:R:3:nbo_charge:R:1
C -1.049 -2.358 -1.230 -0.5096 -0.4933 -0.2430 -0.4985
C -0.114 -1.531 -0.902 -0.4936 2.7032 1.9372 -0.0586
C -0.802 0.507 0.429 0.7890 -2.8854 -1.8356 -0.7276
N 1.741 1.066 -0.290 0.5902 0.0818 -0.2767 -1.2583
N 0.973 2.300 1.500 0.4457 0.1884 0.2021 -1.2521
P 2.099 2.528 0.259 -0.8909 -0.9743 0.2922 1.1711
P 0.842 0.542 1.075 0.1080 0.9398 -0.0796 1.1413
H -0.815 -3.256 -1.797 0.1133 0.0126 -0.0500 0.2209
H -2.091 -2.223 -0.984 -0.1125 0.0899 0.0990 0.2211
H 0.945 -1.454 -1.017 0.3412 0.0166 -0.1788 0.2050
H -1.072 1.118 -0.413 -0.1225 0.3630 -0.1090 0.2185
H -1.584 0.008 0.968 -0.2589 -0.0325 0.2461 0.2145
H 0.928 2.754 2.403 0.0007 -0.0099 -0.0038 0.4028
```
Positions in Å, forces in eV/Å.